No. 1
Here is an isolated molecule of C2H7N2P at a distorted geometry from the OMol25 dataset. Energies are from ωB97M-V/def2-TZVPD.

Last column: Mulliken charge in e.
Geometry (Å):
C1 -1.565 0.914 0.161  -0.894
C2 -1.174 -0.546 -0.171  -0.204
N1 0.247 -0.848 -0.177  -0.474
P1 1.661 0.603 -0.318  0.127
N2 2.850 -0.358 0.263  -0.364
H1 -0.740 1.393 0.759  0.230
H2 -1.556 1.370 -0.951  0.223
H3 -2.596 0.998 0.660  0.274
H4 -1.560 -0.760 -1.188  0.212
H5 -1.678 -1.320 0.456  0.286
H6 2.375 -1.269 0.456  0.345
H7 3.736 -0.177 0.049  0.239

**Relative energy (zero: lowest compared OMol25 entry of this formula, charge and spin)**: 66.8 kcal/mol
**Orbital gap (alpha / beta)**: 7.37 / 8.65 eV
**E_tot**: -531.14544 hartree
**Multiplicity**: 1
**Structure (SMILES)**: CC/N=P/N

No. 2
Here is a cluster of 2 separate species, C2H7N2S in total from the OMol25 dataset. Energies are from ωB97M-V/def2-TZVPD.

Last column: Mulliken charge in e.
Geometry (Å):
S1 0.496 1.434 -2.803  -0.870
H1 -0.159 2.512 -2.366  0.001
C1 0.560 -0.156 0.834  -0.236
C2 -0.620 -0.526 0.321  -0.160
N1 -1.337 -1.591 1.005  -0.591
N2 1.384 0.826 0.299  -0.398
H2 0.940 -0.659 1.717  0.282
H3 -0.966 -0.133 -0.627  0.296
H4 -1.750 -2.216 0.331  0.239
H5 -2.097 -1.238 1.576  0.193
H6 2.371 0.654 0.406  0.211
H7 1.177 1.093 -0.692  0.033

**Relative energy (zero: lowest compared OMol25 entry of this formula, charge and spin)**: 11.2 kcal/mol
**Orbital gap**: 7.00 eV
**E_tot**: -588.11790 hartree
**Multiplicity**: 1
**Total charge**: -1

No. 3
Here is a cluster of 2 separate species, C2H7N3 in total at a distorted geometry from the OMol25 dataset. Energies are from ωB97M-V/def2-TZVPD.

Last column: Mulliken charge in e.
Geometry (Å):
C1 -1.132 -1.607 -0.808  -0.312
N1 -0.882 -0.366 -0.909  -0.347
N2 -0.928 0.410 0.202  -0.326
H1 -1.299 -2.120 0.143  0.237
H2 -1.082 -2.198 -1.705  0.277
H3 -1.168 1.371 0.009  0.251
H4 -1.337 0.010 1.047  0.219
C2 1.459 0.539 0.488  -0.165
N3 1.614 1.750 0.777  -0.593
H5 1.416 -0.188 1.293  0.295
H6 1.416 0.061 -0.540  0.232
H7 1.923 2.339 0.003  0.232

**Relative energy (zero: lowest compared OMol25 entry of this formula, charge and spin)**: 67.2 kcal/mol
**Orbital gap**: 9.94 eV
**E_tot**: -244.56828 hartree
**Multiplicity**: 1
**Structure (SMILES)**: C=NN.C=N

No. 4
Here is an isolated molecule of C2H7N3 from the OMol25 dataset. Energies are from ωB97M-V/def2-TZVPD.

Last column: Mulliken charge in e.
Geometry (Å):
H1 1.502 -1.392 1.229  0.214
N1 0.632 -1.169 0.763  -0.661
C1 0.595 -0.003 0.268  0.525
N2 1.670 0.887 0.152  -0.468
N3 -0.554 0.513 -0.295  -0.346
C2 -1.694 -0.383 -0.429  -0.786
H2 1.540 1.831 0.467  0.204
H3 2.576 0.472 0.273  0.197
H4 -0.352 1.088 -1.097  0.254
H5 -1.967 -0.770 0.548  0.273
H6 -2.525 0.178 -0.853  0.303
H7 -1.423 -1.253 -1.027  0.292

**Relative energy (zero: lowest compared OMol25 entry of this formula, charge and spin)**: 0.0 kcal/mol
**Orbital gap**: 9.99 eV
**E_tot**: -244.67537 hartree
**Multiplicity**: 1
**Structure (SMILES)**: [H]/N=C(\N)NC

No. 5
Here is a cluster of 2 separate species, C2H7N3 in total at a distorted geometry from the OMol25 dataset. Energies are from ωB97M-V/def2-TZVPD.

Last column: Mulliken charge in e.
Geometry (Å):
H1 0.734 1.456 -0.268  0.237
N1 1.626 1.100 0.041  -0.651
C1 1.773 -0.079 0.492  0.133
N2 1.081 -1.221 0.227  -0.365
H2 2.545 -0.297 1.231  0.300
H3 0.312 -1.202 -0.425  0.203
H4 1.337 -2.097 0.636  0.192
C2 -1.943 0.290 0.194  -0.278
N3 -2.394 0.000 -0.959  -0.484
H5 -2.393 -0.225 1.072  0.234
H6 -1.167 1.044 0.395  0.226
H7 -2.566 0.851 -1.507  0.250

**Relative energy (zero: lowest compared OMol25 entry of this formula, charge and spin)**: 55.1 kcal/mol
**Orbital gap**: 9.77 eV
**E_tot**: -244.58763 hartree
**Multiplicity**: 1
**Structure (SMILES)**: [H]/N=C\N.C=N

No. 6
Here is an isolated molecule of C2H7N3 at a distorted geometry from the OMol25 dataset. Energies are from ωB97M-V/def2-TZVPD.

Last column: Mulliken charge in e.
Geometry (Å):
H1 -0.790 -1.501 1.954  0.200
N1 -0.701 -1.072 0.956  -0.690
C1 -0.116 0.084 0.657  0.473
N2 0.442 0.839 1.723  -0.474
N3 0.063 0.511 -0.668  -0.288
C2 -0.043 -0.460 -1.784  -0.748
H2 0.624 1.773 1.501  0.207
H3 -0.004 0.788 2.623  0.242
H4 0.926 1.082 -0.764  0.262
H5 0.682 -0.194 -2.573  0.305
H6 0.026 -1.478 -1.470  0.290
H7 -1.108 -0.373 -2.154  0.221

**Relative energy (zero: lowest compared OMol25 entry of this formula, charge and spin)**: 17.1 kcal/mol
**Orbital gap**: 9.63 eV
**E_tot**: -244.64809 hartree
**Multiplicity**: 1
**Structure (SMILES)**: [H]/N=C(\N)NC

No. 7
Here is the ion C2H7N3 with charge +2 at a distorted geometry from the OMol25 dataset. Energies are from ωB97M-V/def2-TZVPD.

Last column: Mulliken charge in e.
Geometry (Å):
N1 2.309 -0.231 -0.072  -0.193
C1 1.282 0.484 0.132  0.150
N2 -0.068 -0.245 0.100  -0.213
C2 -1.242 0.417 -0.013  0.239
N3 -2.424 -0.144 -0.021  -0.193
H1 3.288 0.046 -0.200  0.316
H2 2.442 -1.278 -0.105  0.311
H3 1.397 1.518 0.091  0.401
H4 -0.171 -1.249 0.229  0.301
H5 -1.097 1.424 -0.122  0.365
H6 -3.236 0.388 -0.127  0.271
H7 -2.479 -1.130 0.108  0.244

**Relative energy (zero: lowest compared OMol25 entry of this formula, charge and spin)**: 8.9 kcal/mol
**Orbital gap**: 10.99 eV
**E_tot**: -243.97271 hartree
**Multiplicity**: 1
**Structure (SMILES)**: N/C=[NH+]/C=[NH2+]
**Total charge**: +2

No. 8
Here is a cluster of 2 separate species, C2H7N3O in total at a distorted geometry from the OMol25 dataset. Energies are from ωB97M-V/def2-TZVPD.

Last column: Mulliken charge in e.
Geometry (Å):
C1 -1.560 1.159 -0.620  -0.580
N1 -1.464 -0.165 -0.103  -0.260
N2 -3.049 -1.175 0.892  -0.158
N3 -2.153 -0.533 1.098  0.166
H1 -1.560 1.004 -1.710  0.252
H2 -2.455 1.746 -0.359  0.336
H3 -0.637 1.713 -0.371  0.221
C2 2.476 -0.715 0.319  -0.531
O1 1.507 0.073 -0.340  -0.484
H4 0.653 -0.373 -0.274  0.344
H5 2.572 -1.706 -0.133  0.250
H6 3.426 -0.190 0.223  0.197
H7 2.244 -0.837 1.377  0.247

**Relative energy (zero: lowest compared OMol25 entry of this formula, charge and spin)**: 152.5 kcal/mol
**Orbital gap (alpha / beta)**: 7.46 / 6.84 eV
**E_tot**: -319.70670 hartree
**Multiplicity**: 1

No. 9
Here is a cluster of 2 separate species, C2H7N3O in total at a distorted geometry from the OMol25 dataset. Energies are from ωB97M-V/def2-TZVPD.

Last column: Mulliken charge in e.
Geometry (Å):
C1 0.124 0.215 1.209  -0.020
C2 1.338 -0.486 1.661  -1.198
N1 0.211 -0.250 -1.228  -0.813
N2 -1.681 -0.041 -2.350  -0.694
N3 -0.990 -0.173 -1.259  0.741
O1 0.322 1.540 1.122  -0.273
H1 2.209 0.061 1.237  0.299
H2 1.341 -0.116 2.631  0.464
H3 1.285 -1.517 1.544  0.295
H4 -1.247 -0.548 -3.149  0.314
H5 -2.661 -0.373 -2.237  0.257
H6 -1.526 0.017 -0.407  0.384
H7 1.277 1.672 1.227  0.245

**Relative energy (zero: lowest compared OMol25 entry of this formula, charge and spin)**: 161.9 kcal/mol
**Orbital gap**: 9.10 eV
**E_tot**: -319.69183 hartree
**Multiplicity**: 1

No. 10
Here is an isolated molecule of C2H7N3O at a distorted geometry from the OMol25 dataset. Energies are from ωB97M-V/def2-TZVPD.

Last column: Mulliken charge in e.
Geometry (Å):
C1 0.262 0.717 2.307  -0.441
O1 0.391 0.545 0.983  -0.157
N1 0.063 -0.841 0.847  -0.486
C2 -0.134 -0.958 -0.460  0.044
N2 0.374 0.047 -1.393  -0.131
N3 -0.208 -0.094 -2.591  -0.572
H1 0.722 -0.186 2.694  0.252
H2 0.839 1.803 2.147  0.150
H3 -0.692 0.837 2.807  0.235
H4 -0.766 -1.900 -0.794  0.263
H5 0.229 1.078 -1.002  0.304
H6 -1.306 0.084 -2.777  0.237
H7 0.224 -1.134 -2.769  0.300

**Relative energy (zero: lowest compared OMol25 entry of this formula, charge and spin)**: 164.4 kcal/mol
**Orbital gap**: 9.66 eV
**E_tot**: -319.68785 hartree
**Multiplicity**: 1
**Structure (SMILES)**: CO/N=C\NN